[1]
Below is a molecular structure, C6H9Cl2O6PPmRu, with properties calculated with ωB97M-V with the def2-TZVPD basis set.

Results
⟨S²⟩   24.7856
ΔE to the lowest compared entry with this formula, charge and spin   0.605 eV
Multiplicity   10
Highest occupied orbital energy (alpha / beta)   -23.97 / -25.02 eV
E   -2648.4528 Ha
Net charge   +4

Cartesian coordinates (Å):
Pm (-0.50817, -1.17386, -2.73763)
Ru (0.50968, 0.17292, -0.48057)
Cl (-2.60103, -1.70696, -3.92593)
Cl (-1.24139, 1.47685, -2.27912)
C (1.24196, 1.82554, -0.31267)
C (0.53060, -1.83108, -4.97229)
C (0.04565, 0.71334, -4.69327)
O (1.52969, 2.94345, -0.20389)
O (0.54317, -1.99462, -6.11431)
O (0.31118, 1.06699, -5.75789)
C (-1.07438, 2.51764, 2.36503)
O (-1.77547, 1.35038, 1.76936)
P (-0.93766, 0.13566, 1.12985)
O (-0.97700, -1.05317, 2.21574)
C (-0.52282, -0.99890, 3.56820)
O (0.77383, -1.91893, -0.71691)
C (1.83877, -1.78981, 0.27142)
H (-1.11441, 3.34716, 1.64660)
H (-0.06183, 2.26704, 2.72897)
H (-1.71020, 2.80605, 3.19137)
H (0.47462, -0.57724, 3.59705)
H (-1.14994, -0.36253, 4.18703)
H (-0.57647, -2.00878, 3.97289)
H (2.00768, -0.68161, 0.50021)
H (1.63304, -2.38843, 1.18822)
H (2.81091, -2.13710, -0.13745)



[2]
Below is a single C6H9ClN2O molecule, with properties calculated with ωB97M-V with the def2-TZVPD basis set.

Results
ΔE to the lowest compared entry with this formula, charge and spin   1.638 eV
Highest occupied orbital energy   -8.82 eV
SMILES   CC(C)c1onc(N)c1Cl
E   -878.8752 Ha

Cartesian coordinates (Å):
C (-1.48536, -0.36310, 0.15728)
C (-0.07725, 0.16756, 0.33988)
C (-2.21706, 0.81847, -0.18606)
C (2.53571, 0.44629, 0.76253)
C (1.40864, -1.23580, -0.79413)
C (1.27780, -0.47574, 0.52303)
N (-1.42141, 1.90031, -0.16144)
N (-3.60876, 0.93359, -0.27650)
O (-0.15460, 1.49699, 0.12234)
Cl (-1.99107, -2.02870, 0.12978)
H (2.44832, 0.70155, 1.84111)
H (2.39613, 1.28655, 0.17385)
H (3.38458, -0.14915, 0.41867)
H (1.51798, -0.40413, -1.65700)
H (0.45214, -1.91350, -1.04709)
H (2.36098, -1.75129, -0.75716)
H (1.33544, -1.12616, 1.30195)
H (-4.12460, 0.13231, 0.09151)
H (-4.03762, 1.56396, -0.98256)



[3]
Below is a molecular structure, C6H9CsMgO7, with properties calculated with ωB97M-V with the def2-TZVPD basis set.

Results
⟨S²⟩   0.7529
ΔE to the lowest compared entry with this formula, charge and spin   1.839 eV
Multiplicity   2
Highest occupied orbital energy (alpha / beta)   -11.04 / -12.68 eV
E   -980.7366 Ha
Net charge   +1

Cartesian coordinates (Å):
O (-0.33761, -0.90441, 2.84921)
C (-0.47032, 0.36785, 2.84675)
O (0.55475, 1.07478, 3.02217)
Mg (1.72258, -0.60283, 2.87285)
O (-1.67401, 0.82860, 2.66906)
C (-1.94125, 1.75645, 1.59540)
C (-1.30691, 1.33918, 0.30019)
H (-1.60973, 2.75154, 1.91600)
H (-3.03639, 1.73503, 1.52399)
H (-0.55802, 2.09058, 0.02058)
H (-2.03123, 1.34848, -0.52315)
C (1.18526, -0.60161, -3.17745)
C (0.97302, -0.43305, -1.70276)
O (1.84450, -1.26674, -1.01417)
C (1.53743, -1.76248, 0.19535)
O (0.45381, -2.35092, 0.32333)
O (2.22647, -1.28569, 1.14844)
O (0.12131, 0.02297, -3.85902)
Cs (-1.74717, -2.89086, 2.18079)
H (1.26481, -1.67557, -3.43261)
H (2.15038, -0.14641, -3.46196)
H (-0.52749, 0.20984, -0.13537)
H (0.16228, -0.21006, -4.79032)
H (1.04351, 0.60531, -1.36732)



[4]
Below is a molecular structure, C6H9DyO5, with properties calculated with ωB97M-V with the def2-TZVPD basis set.

Results
⟨S²⟩   9.3476
ΔE to the lowest compared entry with this formula, charge and spin   0.000 eV
Multiplicity   6
Highest occupied orbital energy (alpha / beta)   -16.76 / -16.73 eV
E   -1494.5522 Ha
Net charge   +2

Cartesian coordinates (Å):
C (-1.17482, 2.10978, -1.71834)
O (-1.44722, 1.07931, -0.75183)
C (-2.75064, 0.87182, -0.43499)
O (-2.89235, -0.17927, 0.28095)
C (-1.77327, -0.95799, 0.88360)
C (-1.44454, -2.13534, 0.00391)
O (-0.26239, -1.75507, -0.75480)
C (0.29902, -2.74839, -1.58897)
Dy (0.21571, 0.07412, 0.41564)
H (-0.72317, 1.63313, -2.59454)
H (-2.11290, 2.61330, -1.96794)
H (-0.46647, 2.81234, -1.26822)
H (-2.18112, -1.28222, 1.84311)
H (-2.23430, -2.41803, -0.71087)
H (-1.17579, -3.00698, 0.62041)
H (0.61407, -3.61506, -0.98864)
H (-0.43534, -3.07113, -2.34077)
H (1.16712, -2.30814, -2.09067)
O (3.74000, 3.28048, 0.80029)
C (3.04441, 2.36678, 0.78639)
O (2.42391, 1.37466, 0.76463)



[5]
Below is 2 unconnected molecules or ions with the total composition C6H9F, with properties calculated with ωB97M-V with the def2-TZVPD basis set.

Results
ΔE to the lowest compared entry with this formula, charge and spin   3.037 eV
Highest occupied orbital energy   -9.11 eV
SMILES   C/C=C(/C)F.C#C
E   -333.7448 Ha

Cartesian coordinates (Å):
C (1.00794, 2.15414, 0.57735)
C (-2.68905, -1.13443, -1.71423)
C (0.40434, 0.75888, 0.82595)
C (-1.92286, -0.24387, -1.45693)
C (0.56457, -1.69120, 0.46903)
C (0.93512, -0.29928, 0.23395)
F (1.70460, -0.14084, -0.89594)
H (0.38628, 2.93206, 1.10586)
H (1.96316, 2.15536, 1.05435)
H (-3.26138, -1.99504, -2.03309)
H (0.83538, 2.24330, -0.47355)
H (-0.29817, 0.67237, 1.59113)
H (-1.40396, 0.63002, -1.08526)
H (1.16913, -1.99682, 1.43431)
H (1.04205, -2.35618, -0.27861)
H (-0.43714, -1.68847, 0.64568)



[6]
Below is 2 unconnected molecules or ions with the total composition C6H9F, with properties calculated with ωB97M-V with the def2-TZVPD basis set.

Results
ΔE to the lowest compared entry with this formula, charge and spin   6.331 eV
Highest occupied orbital energy (alpha / beta)   -8.35 / -7.74 eV
E   -333.6237 Ha

Cartesian coordinates (Å):
C (-1.71892, 1.47651, -1.36597)
C (-0.61888, 1.89802, -0.82239)
C (-0.68372, -1.07302, 0.72228)
C (0.08103, -1.46434, -0.51718)
C (0.61923, -0.44125, 0.39906)
C (1.75831, -0.03005, 1.21779)
F (0.66825, -2.68178, -0.48876)
H (-2.31215, 2.24981, -1.83317)
H (-1.84452, 0.44365, -1.29316)
H (0.05672, 2.76554, -0.53203)
H (-1.50977, -0.55207, 0.32966)
H (-0.69840, -1.61346, 1.61498)
H (-0.15811, -1.16789, -1.52882)
H (1.45069, 0.78142, 1.75665)
H (2.70181, 0.27828, 0.60572)
H (2.20842, -0.86936, 1.73533)



Question: E of number 6 (C6H9F)?
Answer: -333.6237 Ha



Question: Look up the ΔE to the lowest compared entry with this formula, charge and spin of the fourth one.
Answer: 0.000 eV



Question: Number 5 is which compound?
Answer: C6H9F